C6H12NOS as an isolated structure at a distorted geometry. Source: OMol25; level of theory: ωB97M-V/def2-TZVPD.

Properties
- Relative energy (zero: lowest compared OMol25 entry of this formula, charge and spin): 62.7 kcal/mol
- HOMO-LUMO gap: 9.3 eV
- Molar mass: 146.24 g mol⁻¹

Geometry as ORCA input:
```
! wB97M-V def2-TZVPD RIJCOSX def2/J DEFGRID3
* xyz 1 1
C -1.20 -2.30 0.17
C 1.74 1.20 0.32
C -0.61 -1.39 1.21
C -0.93 -1.19 -0.85
C 3.17 0.78 0.04
C 1.09 0.03 0.09
N -0.24 -0.34 0.22
O -0.97 2.54 -0.43
S 2.52 -1.00 -0.15
H -0.58 -3.27 -0.16
H -2.23 -2.55 0.08
H 1.23 2.02 0.66
H -1.92 2.26 -0.60
H -1.29 -1.04 2.05
H 0.34 -1.85 1.62
H -0.35 -1.56 -1.64
H -1.75 -0.58 -1.20
H 3.60 1.24 -0.80
H 3.80 0.97 0.85
H -0.58 0.60 0.28
H -0.88 3.29 -0.93
*
```

---

One molecule with the formula C2H5N4P3 at a distorted geometry. Source: OMol25; level of theory: ωB97M-V/def2-TZVPD.

Properties
- Relative energy (zero: lowest compared OMol25 entry of this formula, charge and spin): 116.6 kcal/mol
- HOMO-LUMO gap (alpha / beta): 5.8 / 5.8 eV
- Molar mass: 178.01 g mol⁻¹

Geometry as ORCA input:
```
! wB97M-V def2-TZVPD RIJCOSX def2/J DEFGRID3
* xyz 0 1
C 1.81 0.30 0.06
C 2.05 -1.18 0.10
N -0.83 2.05 0.96
N -1.77 1.83 0.30
N 0.90 -0.54 -0.62
N -0.36 -0.61 -0.32
P -1.12 -1.86 0.26
P -3.05 -0.92 0.26
P -2.48 0.87 -0.80
H 1.53 0.90 0.89
H 2.51 1.05 -0.54
H 2.80 -1.65 -0.69
H 1.76 -1.64 0.94
H -3.77 1.41 -0.79
*
```

---

ClF2H6N2O6S2Ti2 as an isolated structure at a distorted geometry. Source: OMol25; level of theory: ωB97M-V/def2-TZVPD.

Properties
- HOMO-LUMO gap (alpha / beta): 4.0 / 8.0 eV
- Molar mass: 363.37 g mol⁻¹

Geometry as ORCA input:
```
! wB97M-V def2-TZVPD RIJCOSX def2/J DEFGRID3
* xyz -1 7
Ti -0.30 -20.29 -18.88
Ti -2.77 -20.06 -19.50
N -1.99 -18.04 -16.75
H -2.32 -18.96 -16.97
H -2.71 -17.33 -16.77
H -1.40 -18.04 -17.56
H -1.50 -18.23 -15.88
Cl -5.16 -18.78 -20.17
N -1.32 -21.48 -20.52
S -1.64 -22.88 -20.99
O -0.66 -23.86 -20.46
O -2.30 -23.13 -22.26
F -2.77 -23.14 -19.86
S -0.27 -21.30 -21.94
O -0.77 -20.72 -23.20
O 0.86 -22.19 -22.03
F 0.45 -19.99 -21.26
O -2.17 -20.60 -17.33
H -2.22 -21.02 -16.46
O -1.32 -18.22 -19.44
H -1.02 -18.06 -20.36
*
```

---

C4H6O4Rb as an isolated structure at a distorted geometry. Source: OMol25; level of theory: ωB97M-V/def2-TZVPD.

Properties
- Relative energy (zero: lowest compared OMol25 entry of this formula, charge and spin): 0.0 kcal/mol
- HOMO-LUMO gap: 7.0 eV
- Molar mass: 203.56 g mol⁻¹

Geometry as ORCA input:
```
! wB97M-V def2-TZVPD RIJCOSX def2/J DEFGRID3
* xyz -1 1
Rb -1.28 -0.28 1.65
C -2.02 1.96 -2.43
C -2.89 1.82 -1.19
O -2.89 0.73 -0.56
O -3.56 2.84 -0.89
H -1.57 2.95 -2.50
H -2.61 1.80 -3.33
H -1.23 1.20 -2.52
C 3.18 -2.17 1.63
C 1.83 -1.46 1.74
O 1.06 -1.70 2.71
O 1.50 -0.65 0.83
H 2.97 -3.22 1.42
H 3.72 -2.09 2.58
H 3.79 -1.72 0.85
*
```

---

C19H28BrO2Sn as an isolated structure at a distorted geometry. Source: OMol25; level of theory: ωB97M-V/def2-TZVPD.

Properties
- Relative energy (zero: lowest compared OMol25 entry of this formula, charge and spin): 0.0 kcal/mol
- HOMO-LUMO gap (alpha / beta): 4.7 / 4.9 eV
- Molar mass: 487.05 g mol⁻¹

Geometry as ORCA input:
```
! wB97M-V def2-TZVPD RIJCOSX def2/J DEFGRID3
* xyz 1 1
O 0.02 0.44 -1.66
C -0.73 1.44 -2.42
C 0.55 2.21 -2.76
H -1.40 1.92 -1.73
H -1.29 1.04 -3.26
C 1.30 1.13 -1.91
H 0.48 3.24 -2.37
H 0.83 2.16 -3.84
C 2.06 1.68 -0.70
H 1.43 2.12 0.09
H 2.75 2.47 -1.03
H 2.69 0.86 -0.29
C 2.13 0.13 -2.69
H 1.51 -0.27 -3.50
H 2.39 -0.68 -2.03
H 3.04 0.53 -3.11
Sn -0.94 0.00 3.23
C -0.15 -4.20 -0.96
C -1.19 -3.95 -0.02
C -1.77 -2.70 -0.32
H -1.46 -4.62 0.79
C -1.10 -2.16 -1.46
C -0.05 -3.06 -1.82
H 0.73 -2.89 -2.55
H 0.52 -5.05 -0.98
H -2.58 -2.20 0.26
H -1.35 -1.28 -2.02
C 1.69 -4.04 1.43
C 2.36 -3.37 0.37
C 2.41 -1.98 0.68
H 2.76 -3.81 -0.53
C 1.71 -1.80 1.91
C 1.25 -3.07 2.36
H 0.63 -3.25 3.25
H 1.54 -5.12 1.48
H 2.95 -1.24 0.12
H 1.56 -0.84 2.42
O -1.10 1.79 1.70
C -0.58 3.07 1.08
C -1.61 4.19 1.35
H -0.41 2.91 0.00
H 0.38 3.37 1.55
C -2.79 3.54 2.05
H -1.89 4.72 0.43
H -1.20 4.98 1.99
C -2.45 2.05 2.21
H -3.70 3.63 1.46
H -3.05 3.93 3.03
H -3.18 1.45 1.64
H -2.54 1.84 3.30
Br -3.16 -1.28 3.78
*
```